{"formula": "C31H29MoN6STe", "method": "the ωB97M-V functional and the def2-TZVPD basis", "elements": ["Mo", "C", "N", "C", "C", "C", "C", "C", "C", "N", "C", "C", "C", "C", "C", "C", "N", "C", "C", "C", "C", "C", "N", "H", "H", "H", "H", "H", "H", "H", "H", "H", "H", "H", "H", "H", "H", "H", "H", "H", "H", "N", "C", "C", "C", "C", "C", "C", "C", "C", "N", "C", "H", "H", "H", "H", "H", "H", "H", "H", "Te", "C", "C", "C", "C", "S", "H", "H", "H"], "positions_angstrom": [[0.44, -0.04, 0.17], [-1.60, -1.32, -1.76], [-1.61, -0.29, -0.72], [-2.58, -0.66, 0.32], [-1.98, -1.77, 1.14], [-2.74, -2.73, 1.77], [-2.11, -3.72, 2.51], [-0.72, -3.70, 2.57], [-0.04, -2.69, 1.92], [-0.63, -1.72, 1.21], [-2.01, 0.99, -1.32], [-1.79, 2.05, -0.29], [-2.63, 3.14, -0.18], [-2.40, 4.06, 0.84], [-1.31, 3.85, 1.66], [-0.50, 2.74, 1.47], [-0.74, 1.82, 0.52], [-0.44, -1.10, -2.68], [-0.44, -1.59, -3.98], [0.69, -1.42, -4.77], [1.77, -0.74, -4.23], [1.68, -0.27, -2.93], [0.61, -0.45, -2.15], [-2.54, -1.30, -2.32], [-1.50, -2.30, -1.28], [-3.54, -0.95, -0.12], [-2.75, 0.21, 0.98], [-3.82, -2.72, 1.66], [-2.67, -4.49, 3.02], [-0.18, -4.44, 3.12], [1.04, -2.65, 1.98], [-3.06, 0.96, -1.66], [-1.38, 1.19, -2.20], [-3.45, 3.25, -0.87], [-3.07, 4.90, 0.97], [-1.08, 4.54, 2.46], [0.36, 2.58, 2.10], [-1.31, -2.10, -4.36], [0.73, -1.82, -5.77], [2.67, -0.58, -4.80], [2.51, 0.30, -2.52], [2.20, -1.55, -0.12], [3.39, -0.76, 0.09], [4.60, -1.31, 0.46], [5.75, -0.51, 0.54], [5.71, 0.81, 0.16], [4.49, 1.41, -0.23], [4.38, 2.74, -0.67], [3.14, 3.23, -1.00], [2.01, 2.43, -0.82], [2.06, 1.17, -0.39], [3.30, 0.63, -0.18], [2.21, -1.84, -1.11], [2.29, -2.42, 0.41], [4.68, -2.37, 0.67], [6.68, -0.95, 0.87], [6.60, 1.41, 0.16], [5.27, 3.35, -0.74], [3.02, 4.23, -1.37], [1.03, 2.82, -1.03], [1.83, 0.27, 2.62], [0.76, 0.42, 4.40], [-0.57, 0.47, 4.74], [-0.76, 0.66, 6.11], [0.42, 0.77, 6.81], [1.78, 0.63, 5.81], [-1.38, 0.37, 4.03], [-1.72, 0.75, 6.59], [0.54, 0.93, 7.86]], "energy_ev": -61520.039, "multiplicity": 3, "lumo_ev": [-8.63, -10.13], "total_charge": 3, "relative_energy_ev": 0.650}